No. 1
This record from OMol25 describes 9 unconnected molecules or ions with the total composition C44H85N9 in a non-equilibrium geometry. The level of theory is ωB97M-V with the def2-TZVPD basis set.

Each line ends with the Löwdin spin population.
CARTESIAN COORDINATES (ANGSTROEM)
N 0.737 -0.302 2.989  0.021
C 0.840 0.775 3.896  0.344
C 0.560 0.309 5.157  0.096
C 0.638 -1.037 5.145  0.152
C 0.643 -1.441 3.800  0.342
H 0.629 -0.278 1.985  -0.002
H 0.863 1.790 3.527  0.014
H 0.515 0.935 6.035  0.000
H 0.599 -1.728 5.975  0.004
H 0.424 -2.404 3.365  0.012
N -1.989 -5.563 2.439  0.000
C -1.116 -5.115 1.502  0.000
C 0.192 -5.336 1.976  0.000
C 0.038 -5.714 3.304  0.000
C -1.300 -5.911 3.565  0.000
H -2.996 -5.499 2.398  0.000
H -1.416 -4.731 0.538  0.000
H 1.184 -5.267 1.555  0.000
H 0.833 -5.810 4.029  0.000
H -1.833 -6.315 4.413  0.000
N -0.530 -0.509 -4.427  0.000
C -1.028 -1.827 -4.511  0.000
C -2.347 -1.909 -3.996  0.000
C -2.667 -0.551 -3.706  0.000
C -1.579 0.188 -3.897  0.000
H 0.406 -0.137 -4.500  0.000
H -0.420 -2.633 -4.893  0.000
H -2.969 -2.791 -3.969  0.000
H -3.585 -0.210 -3.251  0.000
H -1.465 1.226 -3.619  0.000
N 5.472 -2.142 3.097  0.000
C 4.329 -1.579 2.567  0.004
C 4.299 -1.850 1.192  0.004
C 5.478 -2.499 0.850  0.001
C 6.194 -2.683 2.006  0.007
H 5.752 -2.036 4.061  0.000
H 3.690 -1.067 3.270  -0.001
H 3.505 -1.635 0.492  0.000
H 5.775 -2.692 -0.170  0.000
H 7.170 -3.069 2.263  0.000
N -4.807 5.113 1.306  0.000
C -5.918 5.746 0.764  0.000
C -6.718 4.744 0.286  0.000
C -6.159 3.575 0.666  0.000
C -4.933 3.760 1.244  0.000
H -4.026 5.570 1.754  0.000
H -5.808 6.820 0.774  0.000
H -7.710 4.856 -0.128  0.000
H -6.650 2.622 0.535  0.000
H -4.281 3.008 1.662  0.000
C -3.980 -3.430 0.243  0.000
C -5.220 -4.000 0.970  0.000
N -5.006 -5.238 1.739  0.000
C -4.820 -6.438 0.900  0.000
C -4.682 -7.712 1.716  0.000
C -5.994 -5.381 2.764  0.000
C -5.683 -4.439 3.966  0.000
H -3.495 -4.064 -0.500  0.000
H -3.185 -3.259 0.968  0.000
H -4.181 -2.430 -0.140  0.000
H -5.632 -3.214 1.603  0.000
H -6.059 -4.178 0.298  0.000
H -3.851 -6.367 0.405  0.000
H -5.551 -6.599 0.108  0.000
H -3.990 -7.519 2.535  0.000
H -4.142 -8.466 1.144  0.000
H -5.617 -8.170 2.037  0.000
H -6.911 -5.011 2.305  0.000
H -6.215 -6.385 3.129  0.000
H -5.362 -3.417 3.766  0.000
H -6.534 -4.361 4.643  0.000
H -4.875 -4.901 4.533  0.000
C 1.993 2.577 -3.772  0.000
C 2.345 1.719 -4.950  0.000
N 2.340 0.283 -4.750  0.000
C 2.588 -0.508 -5.946  0.000
C 4.061 -0.367 -6.474  0.000
C 3.076 -0.175 -3.565  0.000
C 2.670 -1.619 -3.171  0.000
H 1.914 3.644 -3.981  0.000
H 2.728 2.495 -2.971  0.000
H 1.046 2.298 -3.309  0.000
H 1.732 2.009 -5.803  0.000
H 3.342 2.022 -5.270  0.000
H 2.349 -1.569 -5.878  0.000
H 1.884 -0.118 -6.680  0.000
H 4.779 -0.797 -5.776  0.000
H 4.268 -0.933 -7.382  0.000
H 4.359 0.660 -6.687  0.000
H 2.809 0.481 -2.736  0.000
H 4.162 -0.178 -3.657  0.000
H 1.589 -1.602 -3.309  0.000
H 3.019 -1.960 -2.196  0.000
H 3.115 -2.384 -3.806  0.000
C 1.620 1.302 0.325  0.000
C 0.730 0.632 -0.694  0.000
N -0.281 -0.095 0.060  0.000
C -1.489 0.733 0.241  0.000
C -2.461 0.214 1.314  0.000
C -0.695 -1.322 -0.659  0.000
C 0.363 -2.482 -0.539  0.000
H 1.099 2.153 0.763  0.000
H 2.491 1.736 -0.165  0.000
H 2.058 0.619 1.054  0.000
H 0.316 1.380 -1.370  0.000
H 1.312 0.022 -1.384  0.000
H -1.180 1.723 0.576  0.000
H -2.051 0.942 -0.670  0.000
H -3.356 0.835 1.361  0.000
H -2.761 -0.831 1.235  0.000
H -1.881 0.300 2.233  0.000
H -0.881 -0.993 -1.682  0.000
H -1.665 -1.730 -0.376  0.000
H 0.117 -2.844 0.460  0.000
H 1.389 -2.113 -0.556  0.000
H 0.245 -3.177 -1.369  0.000
C 2.436 8.432 -0.619  0.000
C 2.375 7.317 0.414  0.000
N 3.676 6.664 0.643  0.000
C 4.201 5.888 -0.415  0.000
C 3.405 4.567 -0.514  0.000
C 4.740 7.587 1.064  0.000
C 4.433 8.521 2.213  0.000
H 1.419 8.672 -0.927  0.000
H 2.936 8.219 -1.564  0.000
H 2.929 9.294 -0.170  0.000
H 1.995 7.641 1.383  0.000
H 1.703 6.548 0.031  0.000
H 4.025 6.376 -1.373  0.000
H 5.250 5.636 -0.263  0.000
H 3.684 4.065 -1.441  0.000
H 3.708 3.889 0.284  0.000
H 2.318 4.574 -0.597  0.000
H 5.143 8.188 0.249  0.000
H 5.597 7.011 1.414  0.000
H 4.503 7.915 3.116  0.000
H 3.485 9.059 2.196  0.000
H 5.301 9.167 2.346  0.000

Properties
total charge: +1
2S+1: 2
energy above the lowest of the compared OMol25 structures with the same formula, charge and spin: 0.0 kJ/mol
orbital gap (alpha / beta): 7.01 / 3.14 eV
energy: -2219.87351 Eh
⟨S²⟩: 0.76
E_LUMO (alpha / beta): -0.1048 / -0.2470 hartree

No. 2
This record from OMol25 describes 11 unconnected molecules or ions with the total composition C43H76Br2Cl21N3O5P in a non-equilibrium geometry. The level of theory is ωB97M-V with the def2-TZVPD basis set.

Each line ends with the Mulliken charge.
CARTESIAN COORDINATES (ANGSTROEM)
C -3.200 5.094 2.397  -0.154
C -2.311 4.361 2.011  -0.956
N -1.339 3.437 1.486  0.718
C -0.701 2.849 2.453  -0.974
C 0.196 1.747 1.694  0.895
N -0.734 0.573 1.881  -0.726
C -0.147 -0.483 2.241  0.679
O 0.451 -1.490 2.280  -0.424
P 1.588 1.543 2.951  0.419
O 2.357 3.045 3.215  -0.464
Cl 3.192 0.375 2.196  -0.237
C 0.342 2.341 0.226  3.014
C 0.700 1.006 -0.584  -2.375
C 1.183 1.144 -2.082  0.442
C 1.949 -0.230 -2.457  -0.918
O 1.524 -0.797 -3.716  -0.097
C 2.385 -0.510 -4.782  0.630
C 1.696 -0.276 -6.214  -0.809
O 3.597 -0.462 -4.754  -0.564
C 1.606 3.256 0.091  -2.583
O 2.850 2.566 0.038  -0.026
C 3.914 3.544 -0.044  -0.774
C 4.690 3.527 -1.415  0.105
C 4.349 4.771 -2.362  0.011
C -1.098 3.055 0.024  0.122
N -2.287 2.174 -0.097  -0.063
C -2.427 1.403 -1.332  0.167
C -3.931 1.597 -1.875  -1.080
C -4.976 0.665 -1.077  0.428
C -6.255 0.511 -2.027  -0.787
C -1.342 4.213 -1.024  -0.908
Br -0.386 4.044 -2.766  0.002
C -1.212 5.738 -0.594  -0.076
C -1.101 6.763 -1.815  -1.395
Br 0.171 6.250 0.684  -0.052
H -4.152 5.594 2.678  0.469
H -0.799 3.009 3.555  0.462
H 2.679 2.941 4.137  0.390
H 1.546 0.483 -0.041  0.744
H -0.126 0.232 -0.590  0.667
H 0.356 1.225 -2.844  0.075
H 1.888 1.989 -2.287  0.074
H 1.649 -0.981 -1.663  0.339
H 3.056 -0.103 -2.352  0.259
H 1.643 -1.282 -6.759  0.219
H 2.361 0.429 -6.767  0.348
H 0.663 0.105 -6.012  0.183
H 1.637 3.916 1.017  0.686
H 1.573 3.983 -0.772  0.546
H 4.652 3.286 0.767  0.341
H 3.544 4.589 0.155  0.343
H 5.782 3.643 -1.163  -0.098
H 4.598 2.570 -1.990  0.282
H 3.846 5.605 -1.798  0.321
H 3.786 4.475 -3.288  0.245
H 5.334 5.205 -2.730  -0.671
H -3.155 2.677 0.096  0.608
H -1.652 1.541 -2.125  -0.588
H -2.380 0.304 -1.052  0.268
H -4.279 2.662 -1.801  0.461
H -3.925 1.195 -2.929  0.241
H -5.245 1.102 -0.066  -0.224
H -4.490 -0.329 -0.869  0.178
H -7.166 0.474 -1.358  0.176
H -6.330 1.358 -2.767  0.277
H -6.229 -0.442 -2.639  0.112
H -2.424 4.135 -1.341  0.394
H -2.202 6.013 -0.122  0.436
H -1.859 6.567 -2.614  0.370
H -1.386 7.761 -1.358  0.444
H -0.052 6.888 -2.180  0.367
Cl -1.823 -4.813 0.274  -0.212
C -0.726 -4.666 1.672  0.433
C -0.318 -6.016 2.218  -0.597
Cl -1.681 -6.871 2.991  -0.166
H -1.222 -4.059 2.429  -0.186
H 0.156 -4.125 1.326  0.113
H 0.445 -5.890 2.979  0.120
H 0.083 -6.660 1.437  0.486
Cl -2.886 -3.333 4.321  -0.215
C -2.258 -4.410 5.598  0.316
C -3.214 -4.534 6.761  -0.370
Cl -3.352 -3.014 7.688  -0.194
H -1.282 -4.027 5.914  -0.369
H -2.104 -5.388 5.140  0.159
H -2.857 -5.292 7.450  0.263
H -4.212 -4.817 6.430  0.368
Cl -7.156 2.178 1.339  -0.106
C -8.864 2.611 1.617  -0.509
C -9.797 1.882 0.677  -0.503
Cl -9.615 2.431 -1.008  -0.168
H -8.958 3.692 1.517  0.322
H -9.094 2.342 2.649  0.316
H -10.832 2.073 0.962  0.353
H -9.629 0.806 0.701  0.332
Cl 0.231 -3.840 7.330  -0.162
C 1.535 -2.639 7.498  -0.516
C 1.008 -1.293 7.935  -0.485
Cl 0.025 -0.519 6.665  -0.154
H 2.060 -2.574 6.544  0.303
H 2.232 -3.025 8.244  0.327
H 1.839 -0.621 8.149  0.313
H 0.395 -1.374 8.832  0.351
Cl -4.950 -0.991 -4.731  -0.169
C -4.078 -2.414 -4.109  -0.536
C -3.115 -2.035 -3.016  0.145
Cl -1.757 -1.064 -3.616  -0.053
H -3.578 -2.897 -4.948  0.407
H -4.824 -3.106 -3.716  0.345
H -2.690 -2.933 -2.565  0.357
H -3.611 -1.464 -2.233  -0.439
Cl -4.399 -6.999 8.312  -0.169
C -5.967 -7.444 7.590  -0.494
C -5.808 -8.369 6.405  -0.434
Cl -5.057 -7.554 5.007  -0.138
H -6.485 -6.526 7.315  0.319
H -6.544 -7.940 8.372  0.355
H -6.787 -8.719 6.076  0.314
H -5.201 -9.238 6.654  0.300
Cl 1.007 -4.441 -6.034  -0.195
C 2.078 -4.266 -4.621  -0.168
C 2.516 -5.604 -4.073  -0.485
Cl 1.159 -6.485 -3.329  -0.194
H 1.552 -3.677 -3.869  0.103
H 2.948 -3.696 -4.951  0.264
H 3.267 -5.459 -3.296  0.324
H 2.947 -6.236 -4.849  0.354
Cl 7.101 6.366 -3.514  -0.193
C 8.803 5.910 -3.201  -0.487
C 9.049 4.421 -3.308  -0.197
Cl 8.265 3.510 -1.993  -0.193
H 9.071 6.286 -2.214  0.369
H 9.407 6.434 -3.943  0.303
H 10.118 4.219 -3.236  0.358
H 8.691 4.021 -4.252  0.028
Cl 2.941 -9.209 3.104  -0.173
C 4.253 -8.022 3.306  -0.396
C 3.736 -6.675 3.756  -0.517
Cl 2.782 -5.864 2.485  -0.145
H 4.792 -7.949 2.361  0.310
H 4.933 -8.425 4.057  0.311
H 4.573 -6.016 3.992  0.319
H 3.110 -6.762 4.643  0.311
Cl 4.117 5.395 -7.209  -0.172
C 5.712 6.041 -7.671  -0.438
C 6.765 4.959 -7.752  -0.533
Cl 7.160 4.287 -6.149  -0.129
H 5.986 6.811 -6.950  0.300
H 5.593 6.513 -8.646  0.330
H 7.689 5.371 -8.160  0.277
H 6.447 4.137 -8.393  0.346

Properties
total charge: +1
orbital gap: 7.53 eV
energy: -17377.49290 Eh
E_LUMO: -0.1489 hartree

Question: Look up the energy of the second one.
Answer: -17377.49290 Eh